{"formula": "C4H12NO3", "method": "ωB97M-V/def2-TZVPD", "species": ["H", "C", "O", "O", "C", "O", "H", "H", "H", "H", "C", "H", "N", "H", "H", "H", "H", "H", "H", "C"], "coordinates": [[-1.334, 2.313, -0.053], [0.204, -1.070, -0.431], [3.353, -0.736, 0.714], [1.202, -0.123, -0.488], [-1.201, -0.330, -0.660], [0.456, 1.753, 0.738], [0.299, -1.784, -1.239], [-1.216, 2.010, 1.803], [2.409, -0.447, 0.342], [-1.058, 0.537, -1.342], [-0.907, 1.714, 0.779], [3.735, 0.145, 0.622], [-2.041, -1.275, -1.482], [-2.636, 0.545, 0.929], [-1.458, -2.032, -1.803], [-1.278, -0.257, 1.567], [-2.821, -1.699, -0.995], [0.083, -1.535, 0.558], [0.796, 0.857, 0.263], [-1.623, 0.244, 0.631]], "mulliken_charge": [0.31, -0.60, -0.78, -0.92, 0.52, -0.63, 0.29, 0.35, 0.48, 0.14, -0.59, 0.27, -0.70, 0.30, 0.24, 0.29, 0.21, 0.22, 0.50, -0.89], "max_force_ev_per_a": 3.7, "charge": -1, "homo_energy_ha": -0.156, "e_lumo_ha": 0.1500, "e_tot_ev": -11974.8582}